17
Properties=species:S:1:pos:R:3:forces:R:3:nbo_charge:R:1 method="wB97M-V/def2-TZVPD" orbital_gap_ev="7.001 / 7.000" e_above_lowest_kj_mol=645.8 smiles="C1=CN2CC3=CC3=C2OC1" homo_ev="-6.44 / -6.44" total_energy_ev=-11939.48658
C 2.26308 -0.04622 -0.05441 -0.2 0.0 0.0 -0.2968
C 1.25399 -0.91592 -0.16209 0.6 0.1 0.1 -0.0002
N -0.04620 -0.46511 -0.02695 0.8 0.2 -0.1 -0.4544
C -1.18709 -1.38442 0.13170 0.0 -0.3 0.1 -0.2363
C -2.29678 -0.43215 0.24080 -0.6 1.5 -1.1 -0.0586
C -3.09554 0.43411 -0.35631 0.6 -1.1 1.1 -0.1704
C -2.00686 1.01256 0.45748 1.4 -0.2 -0.3 -0.2187
C -0.31881 0.84882 -0.25781 -2.9 -0.1 0.6 0.5215
O 0.62587 1.72601 -0.23812 0.4 0.1 -0.2 -0.4538
C 1.92513 1.36119 0.31077 0.3 -0.2 0.3 -0.1224
H 3.28287 -0.31468 -0.27031 0.1 -0.1 0.0 0.2252
H 1.38064 -1.95611 -0.42099 0.0 -0.1 -0.1 0.2112
H -1.04020 -1.98042 1.03953 0.0 0.1 -0.1 0.2209
H -1.27877 -2.05344 -0.73395 0.0 0.0 0.2 0.2135
H -3.95388 0.58552 -0.96468 -0.3 0.1 -0.4 0.2165
H 1.85402 1.49767 1.39962 0.0 0.0 -0.2 0.1950
H 2.63853 2.08259 -0.09427 -0.2 -0.1 0.1 0.2076

18
Properties=species:S:1:pos:R:3:forces:R:3:mulliken_spin:R:1 method="wB97M-V/def2-TZVPD" multiplicity=3 orbital_gap_ev="7.420 / 7.057" e_above_lowest_kj_mol=0.0 s2=2.03 homo_ev="-6.59 / -9.32" total_energy_ev=-13989.98619
C -2.49205 -0.52255 0.11972 -1.8 3.0 -0.2 0.1350
C -2.55571 0.87907 -0.08043 0.5 -3.4 0.2 0.1138
C -1.38620 -1.30010 0.03812 4.1 0.6 -0.8 0.2463
C -1.33718 1.45799 -0.32150 2.0 -0.3 0.4 0.2448
C 1.16507 -1.15667 -0.06341 3.6 -3.1 0.4 0.4408
C -0.07627 -0.66633 -0.11843 -6.4 -1.4 0.7 0.1055
C -0.09118 0.76342 -0.15290 -3.2 -1.1 -0.5 0.0503
C 2.10579 -0.06517 0.04118 -1.4 4.9 -0.3 0.0168
N 1.07126 1.27490 -0.02068 4.2 -0.1 0.7 0.5409
O 2.82407 0.08280 -1.11312 1.3 -0.8 -0.5 0.0189
O 2.80592 -0.03578 1.23985 2.6 -1.5 -3.0 0.0369
H -3.46256 -0.87581 0.29004 -1.0 -1.4 0.2 0.0185
H -3.57172 1.22260 -0.08151 0.1 1.1 -0.2 0.0122
H -1.45361 -2.35158 0.01510 -0.1 -1.1 0.3 0.0097
H -1.18784 2.44272 -0.59019 -0.1 2.2 -0.3 0.0076
H 1.69996 -2.15631 0.05804 -1.7 1.1 -0.3 0.0010
H 3.61500 0.65699 -1.17029 -0.8 -0.2 1.0 0.0065
H 2.32724 0.34980 1.91042 -2.0 1.5 2.1 -0.0054

19
Properties=species:S:1:pos:R:3:forces:R:3:nbo_charge:R:1 method="wB97M-V/def2-TZVPD" orbital_gap_ev="7.927 / 6.852" e_above_lowest_kj_mol=391.2 homo_ev="-9.84 / -8.63" total_energy_ev=-16037.55280
C -1.94146 -1.14794 -0.67247 0.6 0.4 0.0 -0.1720
C -1.81513 0.56121 1.09612 -1.4 1.9 0.4 -0.1877
C -0.72862 -0.64301 -1.12674 -1.3 -1.8 -1.8 -0.2405
C -0.62797 1.05797 0.66241 -2.0 -3.9 -2.9 -0.2313
C -2.61439 -0.45925 0.41477 -0.3 -0.4 0.7 0.3564
C 2.11189 0.36416 0.10693 -1.7 1.3 -2.0 0.5890
C 1.21644 0.79952 -1.11475 0.6 -0.3 1.3 -0.5194
C -0.12692 0.44120 -0.56054 1.1 0.9 1.3 0.0699
N 2.25090 -0.99584 0.06975 -0.1 -0.3 -1.0 -0.0731
O -3.78459 -0.69653 0.80602 1.1 0.0 -0.6 -0.4786
O 2.43720 1.06033 1.02249 0.8 0.8 1.1 -0.5637
O 2.96266 -1.45132 1.03386 1.2 -1.6 1.9 -0.4192
H -2.34419 -2.03686 -1.12997 -0.4 0.0 0.0 0.2257
H -2.38586 1.20658 1.81584 0.6 -1.2 -0.3 0.2244
H -0.27192 -1.07518 -2.08141 -0.6 0.5 1.7 0.2245
H -0.24705 1.84428 1.16279 1.8 2.5 1.2 0.2277
H 1.19746 1.86263 -1.33236 0.8 0.1 0.0 0.2440
H 1.49528 0.14261 -1.94763 -0.2 0.6 0.0 0.2387
H 3.21629 -0.83456 1.77489 -0.6 0.5 -1.0 0.4851

20
Properties=species:S:1:pos:R:3:forces:R:3:nbo_charge:R:1 method="wB97M-V/def2-TZVPD" orbital_gap_ev=9.545 e_above_lowest_kj_mol=175.7 smiles="NC(=O)C#CC(O)(O)c1cccs1" homo_ev=-9.21 total_energy_ev=-26874.04771
N 0.95552 -0.39473 4.34850 -2.5 -2.1 2.0 -0.8267
C -0.09015 -0.34762 3.45878 -1.8 1.2 -0.7 0.6154
O -1.28190 -0.33516 3.83172 3.0 -0.5 -0.9 -0.5511
C 0.26276 -0.24740 2.01245 0.2 -0.2 0.1 -0.0529
C 0.61877 -0.27499 0.85811 -0.2 0.4 1.3 -0.0108
C 1.04351 -0.30098 -0.52350 -1.0 -0.8 -3.5 0.4485
O 2.23484 0.41169 -0.74029 -0.6 0.4 -1.2 -0.6850
O 1.25439 -1.67607 -0.97063 -1.0 1.1 -0.3 -0.7204
C -0.18125 0.23839 -1.56330 2.2 -0.3 1.6 -0.2006
C -1.46748 0.57082 -1.25192 1.4 -0.3 -2.8 -0.2712
C -2.19258 0.96337 -2.42426 -0.2 0.3 -1.7 -0.2484
C -1.45280 0.92531 -3.59181 1.1 0.5 0.4 -0.3944
S 0.21093 0.52604 -3.21957 -0.8 -0.5 0.1 0.3908
H 1.93397 -0.30366 4.35359 1.0 0.3 -1.4 0.4143
H 0.66130 -1.07673 5.07171 0.3 1.2 -0.1 0.4016
H 2.29765 0.56307 -1.73451 0.0 -0.3 1.9 0.4868
H 1.82203 -2.20098 -0.40502 0.3 0.4 0.6 0.4832
H -1.77389 0.38491 -0.29559 -1.3 0.0 2.3 0.2383
H -3.20855 1.34072 -2.56269 0.1 -0.4 0.8 0.2337
H -1.64707 1.23404 -4.65179 -0.2 -0.4 1.5 0.2489

18
Properties=species:S:1:pos:R:3:forces:R:3:nbo_charge:R:1 method="wB97M-V/def2-TZVPD" orbital_gap_ev=8.453 e_above_lowest_kj_mol=176.5 smiles="N#CC(=O)c1ccccc1.S" homo_ev=-9.63 total_energy_ev=-22780.44998
N -4.59019 1.32806 -1.31795 -1.4 0.4 -0.9 -0.2506
C -3.70370 0.98772 -0.69674 0.5 0.3 0.6 0.1790
C -2.52505 0.64692 0.09074 0.0 1.5 1.2 0.4519
O -2.16852 1.40722 0.97944 -0.1 -0.8 -0.8 -0.4764
C -1.93445 -0.59541 -0.28624 1.2 -2.3 -1.8 -0.1812
C -2.47171 -1.36055 -1.37816 0.6 1.0 1.7 -0.1395
C -1.93083 -2.58503 -1.67707 0.5 -1.6 -0.8 -0.2389
C -0.83919 -3.09284 -0.92371 1.1 2.0 2.0 -0.1476
C -0.13197 -2.24550 0.04440 -3.7 1.2 -2.3 -0.2113
C -0.70783 -0.97138 0.28965 -1.0 -2.1 -1.5 -0.1275
H -3.29653 -0.93858 -1.92807 -0.2 -0.2 -0.2 0.2345
H -2.35280 -3.14375 -2.57189 0.6 0.5 1.5 0.2340
H -0.43022 -4.09058 -0.91541 -0.3 -0.3 -0.9 0.2236
H 0.78383 -2.49102 0.49117 1.0 -0.7 0.5 0.2225
H -0.30071 -0.19523 0.83394 1.3 1.0 1.6 0.2268
S 0.98308 3.60882 2.88951 1.8 0.7 -0.2 -0.3141
H 0.28025 2.49292 3.03208 0.4 -0.7 0.0 0.1508
H 2.35639 3.17907 2.81757 -2.3 0.0 0.2 0.1639

19
Properties=species:S:1:pos:R:3:forces:R:3:nbo_charge:R:1 method="wB97M-V/def2-TZVPD" orbital_gap_ev=7.305 e_above_lowest_kj_mol=152.3 smiles="Oc1ccc2c(c1)C(=S)N=C2.S" homo_ev=-9.10 total_energy_ev=-33615.75900
O -1.15606 3.78070 -0.38066 -0.8 0.5 -0.1 -0.6346
C -0.99582 2.45556 -0.31816 -0.5 -1.8 0.3 0.3165
C -2.04366 1.57776 -0.56762 -1.0 -1.2 0.1 -0.2933
C -2.01216 0.15578 -0.42323 2.9 2.7 -0.1 -0.1619
C -0.75105 -0.31275 -0.12985 -0.3 0.2 1.5 -0.0762
C 0.29106 0.58535 0.17376 -0.5 -0.8 -0.4 -0.1400
C 0.21664 1.91832 0.09040 -1.3 0.7 -1.2 -0.1843
C 1.41567 -0.20684 0.59061 2.5 0.4 0.6 0.0654
S 2.87791 0.38940 1.12474 -1.7 -1.0 -0.6 0.0827
N 1.06637 -1.55899 0.49855 -0.3 -1.5 0.7 -0.4664
C -0.19755 -1.63221 0.21867 1.3 2.4 -1.1 0.1544
H -2.12285 3.86796 -0.36390 0.3 0.7 -0.2 0.4824
H -2.98870 1.95855 -0.88062 -0.6 0.6 -0.2 0.2029
H -2.83565 -0.44632 -0.59688 -1.5 -1.0 -0.3 0.2194
H 1.02486 2.56008 0.08343 1.8 1.1 0.8 0.2379
H -0.76555 -2.48680 0.03682 -0.4 -1.8 0.2 0.1965
S 2.79415 -4.77619 0.25285 2.0 -2.7 1.6 -0.2818
H 3.84479 -4.10102 0.80599 -0.5 -0.4 -0.2 0.1515
H 2.33761 -3.72835 -0.21487 -1.5 3.1 -1.3 0.1289

25
Properties=species:S:1:pos:R:3:forces:R:3:nbo_charge:R:1 method="wB97M-V/def2-TZVPD" orbital_gap_ev="4.167 / 4.163" total_charge=+4 e_above_lowest_kj_mol=138.3 homo_ev="-22.72 / -22.71" total_energy_ev=-101517.17260
Al -0.63278 -0.43672 -2.82370 -1.8 0.4 1.1 1.4479
Ga 0.05105 -0.04748 0.00646 -4.2 -2.4 0.9 1.4321
Cl -1.23460 -1.77968 -1.15846 0.9 0.5 -1.2 -0.2313
Cl -1.19109 1.44145 -1.60341 1.1 -1.5 -0.1 -0.2536
C 0.97727 1.40876 0.71486 5.5 7.4 3.5 0.4385
C -0.08687 -2.01573 -3.93352 1.7 -5.5 -3.5 0.4339
C -0.00385 0.68123 -4.36720 2.0 4.2 -5.0 0.4383
O 1.55468 2.31567 1.14914 -3.3 -4.9 -2.3 -0.0773
O 0.22258 -2.93854 -4.54127 -1.4 4.1 2.7 -0.1014
O 0.35595 1.34481 -5.23252 -1.6 -3.0 3.9 -0.0948
C 0.15351 -2.76551 4.58559 -0.1 0.4 -0.9 -0.6663
C -0.49390 -2.05924 3.45179 0.7 -0.9 1.4 0.3604
C -1.83257 -1.79770 3.23130 -0.8 0.3 -0.6 -0.2235
C -1.93594 -1.07903 2.06222 -1.6 -0.2 0.2 0.2351
N -0.69660 -0.88691 1.59170 2.0 1.4 -1.5 -0.5401
N 0.16314 -1.52200 2.44987 2.5 0.5 -0.6 -0.3494
C -3.18417 -0.55228 1.42626 0.5 -0.3 0.5 -0.6621
H -0.10390 -2.24266 5.49516 -0.1 0.1 0.5 0.3061
H -0.24462 -3.76742 4.63038 -0.1 -0.5 0.2 0.3028
H 1.22274 -2.78822 4.45565 0.4 -0.1 0.1 0.2565
H -2.63727 -2.08079 3.86158 -0.6 -0.1 0.5 0.3035
H 1.19186 -1.52555 2.27332 -1.3 -0.2 0.6 0.4474
H -3.84956 -1.38688 1.22462 -0.2 0.0 -0.1 0.2935
H -3.67426 0.10227 2.14103 -0.2 0.2 0.0 0.3088
H -2.98909 -0.00787 0.51385 0.0 0.3 -0.3 0.1952

31
Properties=species:S:1:pos:R:3:forces:R:3:mulliken_spin:R:1 method="wB97M-V/def2-TZVPD" multiplicity=2 orbital_gap_ev="5.015 / 7.649" total_charge=-1 s2=0.76 homo_ev="-2.46 / -5.11" total_energy_ev=-148591.55222
Cu -0.17950 -0.88763 -0.44024 -1.8 0.8 -2.5 0.2650
Cl -3.38462 -1.87906 -1.99707 -0.9 -0.4 -0.3 0.0345
C -2.76042 -2.70660 -0.61723 0.9 -0.1 0.8 -0.0080
C -1.54632 -2.24437 -0.11893 -0.6 -0.6 0.2 0.0188
C -0.98552 -2.84930 0.97458 -2.1 -1.5 0.0 -0.0236
Cl 0.47756 -2.13134 1.40528 1.4 -1.7 2.8 0.0217
C -1.59991 -3.92750 1.61305 -0.1 0.0 -0.1 0.0156
Cl -0.84052 -4.65202 2.99398 -0.1 -0.1 0.1 0.0064
C -2.82772 -4.40249 1.11708 0.2 0.3 -0.1 -0.0103
Cl -3.61844 -5.74530 1.89149 0.1 0.3 -0.1 0.0002
C -3.41360 -3.78741 -0.00751 0.3 0.3 -0.1 -0.0024
Cl -4.92895 -4.35167 -0.64280 0.1 -0.1 0.1 0.0105
C 0.94294 3.81076 0.34827 -0.3 0.2 0.3 -0.0012
C 1.56404 2.57655 -0.27798 0.7 0.8 -0.5 0.0071
O 2.95858 2.92248 -0.61902 -0.8 -0.6 -0.5 0.0001
P 1.69224 1.15034 0.84660 1.7 -0.3 1.2 0.0011
O 0.76124 1.43415 2.12951 -0.2 -0.5 -0.5 -0.0005
O 3.14281 1.40925 1.53078 -0.3 0.3 -0.8 0.0002
O 1.58151 -0.23008 0.29614 1.6 2.0 0.6 0.0019
P 0.72504 2.05409 -1.84702 -1.9 0.6 -1.5 0.0075
O 2.03437 1.97198 -2.81404 0.6 -0.4 -0.7 0.0031
O -0.11016 3.15337 -2.44293 0.4 -0.9 1.2 -0.0033
O 0.24961 0.64013 -1.70338 0.4 1.7 -0.4 -0.0214
H 1.47849 4.09642 1.25953 0.0 -0.2 0.0 0.0001
H -0.10590 3.63274 0.60261 0.1 0.0 0.0 0.0005
H 0.99251 4.66302 -0.33718 0.0 -0.4 -0.1 -0.0001
H 3.00484 2.65221 -1.57206 0.6 0.3 0.8 0.0003
H 0.76168 0.64023 2.69431 -0.2 0.3 -0.2 -0.0001
H 3.61315 2.07497 0.97602 -0.2 -0.5 0.2 -0.0001
H 1.68190 1.62251 -3.65535 0.5 0.2 0.4 -0.0007
H -1.36092 -0.71046 -1.58648 0.1 0.1 -0.2 0.6771

20
Properties=species:S:1:pos:R:3:forces:R:3:nbo_charge:R:1 method="wB97M-V/def2-TZVPD" orbital_gap_ev=9.359 e_above_lowest_kj_mol=380.4 smiles="O=[N+]([O-])[C@@H](Cl)Cc1ccccc1" homo_ev=-9.54 total_energy_ev=-26529.29824
O 4.86255 -0.85785 0.80967 0.0 0.0 0.4 -0.3491
N 4.15377 -0.39300 -0.05098 -0.1 -0.7 0.6 0.5172
O 4.50359 -0.15936 -1.18240 -0.6 0.2 -0.1 -0.3521
C 2.70843 -0.10852 0.34678 -1.3 1.8 0.8 -0.0744
Cl 2.67384 1.70431 0.61637 0.2 -0.3 -0.2 -0.0480
C 1.72684 -0.44001 -0.75361 -1.8 -4.5 2.4 -0.4534
C 0.24248 -0.27995 -0.33196 0.3 2.4 0.2 -0.0275
C -0.58604 -0.95620 0.57264 1.4 0.4 -0.2 -0.2139
C -1.78759 -0.41008 1.03363 -0.2 -1.3 -0.6 -0.2140
C -2.30829 0.72302 0.39453 1.4 0.1 1.3 -0.1902
C -1.41822 1.50654 -0.36678 -2.8 -1.6 0.7 -0.2129
C -0.22987 0.99572 -0.73479 1.1 0.6 -1.1 -0.2033
H 2.33767 -0.39261 1.37574 1.4 -0.7 -1.3 0.2677
H 1.85098 -1.51108 -1.10342 0.4 1.1 0.3 0.2359
H 1.81183 0.20386 -1.51888 0.9 1.9 -2.9 0.2377
H -0.24700 -1.88805 1.00045 0.1 -0.2 0.1 0.2096
H -2.21168 -1.08371 1.81514 -0.6 1.2 -0.8 0.2247
H -3.27184 1.12798 0.60704 -0.6 0.0 0.3 0.2142
H -1.81016 2.41499 -0.75779 0.1 0.7 -0.3 0.2131
H 0.25983 1.74436 -1.39989 0.6 -1.3 0.5 0.2185

20
Properties=species:S:1:pos:R:3:forces:R:3:nbo_charge:R:1 method="wB97M-V/def2-TZVPD" orbital_gap_ev="8.914 / 7.135" e_above_lowest_kj_mol=452.5 homo_ev="-8.59 / -7.00" total_energy_ev=-26528.55042
C 3.33045 -0.32214 -0.34473 -0.9 1.2 -0.9 -0.2372
C 2.70186 -1.35745 0.28204 -2.1 -1.1 1.2 -0.1925
C 2.69035 0.80439 -0.94901 0.3 -0.2 1.3 -0.1965
C 1.25183 -1.26221 0.51051 2.2 2.3 -1.9 -0.3510
C 1.35909 0.92333 -0.72855 -0.7 -3.2 1.1 -0.3095
C 0.70800 -0.14427 -0.02988 0.0 1.6 -0.8 0.1279
C -3.03731 1.35850 0.88771 0.5 0.1 1.6 0.5120
C -2.23660 -0.62820 -0.18904 1.2 -0.9 1.1 0.3872
N -2.69867 0.03641 0.99155 -0.7 -0.3 -0.8 -0.6503
O -3.00507 1.98390 -0.17151 0.1 -0.3 0.5 -0.6210
O -2.38732 -0.17891 -1.42440 -0.4 2.0 1.1 -0.6584
Cl -2.28136 -2.33290 -0.01025 -0.1 -0.4 0.0 -0.0050
H 4.35418 -0.25689 -0.38929 2.4 -0.6 -0.2 0.2072
H 3.22230 -2.27069 0.64685 -0.1 1.0 -0.3 0.2206
H 3.16918 1.68095 -1.42486 0.3 -1.0 0.2 0.2204
H 0.52443 -1.81886 0.99949 -0.3 -2.0 1.1 0.2315
H 0.84087 1.67718 -1.18423 -1.5 2.0 -0.8 0.2115
H -3.17649 1.86149 1.89815 -0.3 -0.5 -1.1 0.1438
H -2.88405 -0.59094 1.82015 0.4 1.5 -1.3 0.4452
H -2.44567 0.83728 -1.19071 -0.4 -1.1 -1.0 0.5141

19
Properties=species:S:1:pos:R:3:forces:R:3:nbo_charge:R:1 method="wB97M-V/def2-TZVPD" orbital_gap_ev=9.028 e_above_lowest_kj_mol=230.7 smiles="C[C@@H]1C=CCc2poc(Cl)c21" homo_ev=-8.53 total_energy_ev=-32282.32963
C 1.24358 0.05101 -1.78518 2.5 3.3 2.6 -0.5803
C 0.63056 -0.69230 -0.60369 -0.3 3.6 0.2 -0.2994
C -0.77029 -1.04307 -0.98042 0.5 -0.5 -0.1 -0.1638
C -1.86558 -0.59612 -0.39241 -1.2 -0.7 -0.7 -0.1729
C -1.96609 0.09019 0.92467 0.6 -0.5 -0.2 -0.5210
C -0.66450 0.42487 1.48883 4.0 0.5 -1.3 -0.3791
P -0.29901 1.37938 2.85647 0.4 -0.8 -1.0 0.8261
O 1.34197 1.39025 2.39466 -0.8 2.0 3.9 -0.6607
C 1.61852 0.79135 1.33408 1.6 -0.8 -3.7 0.3292
Cl 3.25046 1.02770 0.78082 0.1 -0.3 0.1 -0.0113
C 0.65986 0.23839 0.58584 -4.3 -1.2 2.9 -0.1185
H 1.03250 1.16737 -1.77279 -0.4 -1.3 0.1 0.2129
H 0.87125 -0.33158 -2.61770 -1.4 -1.6 -4.0 0.1969
H 2.35410 0.08663 -1.85564 -0.6 -0.6 0.3 0.2191
H 1.20519 -1.52537 -0.39429 1.1 -2.0 0.4 0.2256
H -0.77490 -1.75960 -1.81664 -0.5 0.5 0.3 0.2105
H -2.80932 -1.04049 -0.73133 0.2 0.5 -0.1 0.2080
H -2.52955 0.96329 1.12077 -1.2 1.1 -1.1 0.2417
H -2.52874 -0.62190 1.46396 -0.4 -1.1 1.3 0.2370

21
Properties=species:S:1:pos:R:3:forces:R:3:mulliken_spin:R:1 method="wB97M-V/def2-TZVPD" multiplicity=3 orbital_gap_ev="5.566 / 6.946" s2=2.04 homo_ev="-4.62 / -9.47" total_energy_ev=-20108.53852
C 2.08669 1.95822 1.37458 2.9 -1.0 0.8 0.4658
C 2.51360 0.74864 0.91954 1.4 -2.7 -1.1 -0.1301
C 0.73439 2.32398 1.18792 -2.0 3.0 0.6 0.3440
C 1.63445 -0.06286 0.23737 5.2 0.1 1.2 0.5052
C -0.11079 1.51302 0.52326 -2.8 2.1 1.8 -0.0508
C 0.30945 0.23987 0.20303 -6.0 -0.9 -2.2 0.4588
C -2.64123 -1.63991 -0.00269 -1.8 0.6 -1.2 0.0007
C -0.27761 -1.16043 -1.99619 -1.6 2.6 2.4 0.1720
N -0.51537 -0.76542 -0.33279 -0.5 0.4 -1.4 0.1136
O -1.94843 -0.45536 -0.26775 2.6 0.7 0.1 0.0061
F -0.73036 -2.35103 -2.19963 -0.5 -1.2 -0.3 0.0120
F -0.99696 -0.25851 -2.70155 0.6 -0.7 0.2 0.0127
F 0.96969 -1.09116 -2.31985 1.1 0.1 -0.2 -0.0049
H 2.85336 2.37485 1.98268 -0.2 1.4 0.5 0.0278
H 3.56444 0.33766 1.09564 -1.5 0.9 -0.2 -0.0009
H 0.44949 3.29637 1.69601 -0.2 -1.3 -1.0 0.0141
H 1.87961 -1.02708 0.00063 1.0 -2.2 -0.7 0.0431
H -1.20541 1.76761 0.54625 1.3 -0.3 -0.4 0.0077
H -3.69654 -1.39770 -0.31852 1.0 -0.4 0.4 -0.0010
H -2.62383 -1.95621 1.00829 0.2 -0.1 1.2 0.0021
H -2.24863 -2.39452 -0.63621 0.0 -1.0 -0.4 0.0021